90
Properties=species:S:1:pos:R:3:lowdin_charge:R:1 method="wB97M-V/def2-TZVPD" charge=+1 energy_ev=-80014.29188 de_lowest_kcal_mol=211.8 e_lumo_ev=-2.775 e_homo_ev=-9.8156 homo_lumo_gap_ha=0.2587
C -0.266 1.044 2.080 -0.027
C 0.523 0.626 0.714 -0.322
C -0.510 0.295 -0.468 -0.051
N -0.809 -1.178 -0.677 -0.237
C -1.651 -1.227 -1.944 -0.081
C -3.225 -1.154 -1.728 -0.167
O -3.709 0.078 -1.134 -0.182
C -5.028 0.375 -1.695 -0.065
C -5.791 1.219 -0.541 -0.249
F -5.087 2.435 -0.327 0.070
F -5.769 0.474 0.690 0.051
C -7.279 1.563 -1.037 -0.210
F -7.350 1.304 -2.444 0.066
F -7.550 2.962 -0.897 0.090
C -8.428 0.674 -0.346 -0.218
F -9.599 0.842 -1.162 0.070
F -8.139 -0.720 -0.375 0.078
C -8.788 1.215 1.137 -0.145
F -9.909 2.097 1.131 0.045
F -9.027 0.075 1.979 0.024
C 0.410 -2.029 -0.925 -0.087
C 1.610 -1.377 -1.749 -0.299
O 2.741 -2.307 -1.607 -0.051
C 1.386 -1.229 -3.330 -0.195
N 2.702 -0.890 -3.979 0.008
C -1.496 -1.749 0.536 -0.143
P -1.930 -3.578 0.443 0.679
O -2.108 -4.170 -0.948 -0.288
O -0.800 -4.440 1.419 -0.177
O -3.433 -3.760 1.273 -0.159
O 1.214 1.844 0.301 -0.160
C 2.612 1.824 0.682 -0.169
C 3.489 1.796 -0.659 -0.185
C 4.579 0.744 -0.981 -0.040
C 5.384 0.820 -2.302 -0.053
C 5.117 1.932 -3.353 -0.067
C 4.033 3.001 -3.072 -0.057
C 3.222 2.904 -1.737 -0.022
H -0.957 1.939 1.919 0.105
H -0.820 0.171 2.561 0.074
H 0.562 1.357 2.817 0.102
H 1.228 -0.228 0.987 0.140
H -1.464 0.909 -0.242 0.164
H -0.071 0.789 -1.417 0.157
H -1.458 -2.190 -2.554 0.155
H -1.386 -0.377 -2.681 0.152
H -3.687 -2.022 -1.146 0.121
H -3.697 -1.209 -2.786 0.156
H -5.620 -0.558 -1.977 0.154
H -4.858 1.008 -2.629 0.165
H -7.894 1.791 1.562 0.177
H 0.182 -3.050 -1.415 0.161
H 0.838 -2.304 0.117 0.140
H 2.003 -0.375 -1.371 0.124
H 2.997 -2.317 -0.659 0.097
H 0.854 -2.111 -3.819 0.134
H 0.731 -0.279 -3.471 0.110
H 3.005 0.045 -3.672 0.049
H 2.625 -0.961 -5.002 0.081
H -0.773 -1.673 1.440 0.128
H -2.409 -1.124 0.878 0.153
H -1.176 -5.352 1.449 0.108
H -3.976 -3.005 0.928 0.072
H 2.902 1.036 1.453 0.137
H 2.826 2.848 1.177 0.141
H 4.761 -0.076 -0.196 0.106
H 6.203 0.043 -2.526 0.107
H 5.713 1.985 -4.337 0.104
H 3.809 3.855 -3.804 0.101
H 2.422 3.706 -1.586 0.108
N 5.334 3.961 0.826 0.002
C 5.712 4.230 2.115 -0.143
C 6.078 5.553 2.183 -0.109
C 5.909 6.103 0.888 -0.107
C 5.447 5.099 0.073 -0.139
H 5.021 3.065 0.485 0.088
H 5.689 3.459 2.871 0.103
H 6.427 6.067 3.066 0.094
H 6.104 7.122 0.586 0.094
H 5.190 5.095 -0.976 0.096
N 0.970 -4.332 3.750 -0.009
C 0.984 -5.164 4.837 -0.132
C 2.190 -5.009 5.476 -0.102
C 2.930 -4.042 4.751 -0.108
C 2.151 -3.640 3.694 -0.157
H 0.210 -4.241 3.094 0.084
H 0.137 -5.795 5.061 0.108
H 2.504 -5.532 6.367 0.097
H 3.922 -3.680 4.979 0.094
H 2.336 -2.924 2.906 0.087